Density functional theory data (ωB97M-V with the def2-TZVPD basis set) for a gas-phase ion, C21H22Cl (charge +1) at a distorted geometry.

XYZ file:
```
44
C21H22Cl | the OMol25 dataset | ωB97M-V with the def2-TZVPD basis set
C -2.885 -1.151 2.330
C -2.460 0.173 1.862
C -1.573 0.263 0.714
C -0.081 0.121 1.018
C 0.522 -1.132 1.148
C 1.824 -1.255 1.650
C 2.562 -0.091 1.953
C 1.956 1.160 1.801
C 0.675 1.261 1.299
C -2.951 1.269 2.663
H -2.471 -1.952 1.730
H -2.646 -1.386 3.379
H -3.977 -1.251 2.263
H -1.841 -0.530 0.015
H -1.715 1.206 0.189
H -0.034 -2.024 0.856
H 2.267 -2.237 1.822
H 3.593 -0.173 2.291
H 2.508 2.075 2.105
H 0.211 2.242 1.121
H -2.749 2.251 2.244
H -3.965 1.080 3.022
Cl -8.192 0.609 6.926
C -6.599 0.938 6.402
C -5.644 -0.087 6.360
C -4.404 0.142 5.744
C -4.084 1.388 5.206
C -2.792 1.524 4.290
C -2.177 2.975 4.353
C -0.681 2.754 4.258
C -0.486 1.293 4.646
C -1.655 0.654 4.768
C -4.983 2.425 5.352
C -6.246 2.233 5.956
H -5.920 -1.094 6.737
H -3.689 -0.688 5.751
H -2.522 3.611 3.534
H -2.455 3.447 5.293
H -0.325 2.928 3.229
H -0.085 3.420 4.895
H 0.537 0.856 4.779
H -1.825 -0.399 5.035
H -4.742 3.439 5.042
H -6.988 3.022 6.018
```

Computed properties:
Energy above the lowest of the compared OMol25 structures with the same formula, charge and spin in kcal per mole: 5.3
Electronic energy in eV: -34647.1780
2S+1: 1
Gap between HOMO and LUMO in eV: 6.4
LUMO energy in eV: -5.45
Charge: +1
Molecular weight in g mol⁻¹: 309.86

Population analysis type natural (NBO), resulting atomic charges in e: C -0.75; C 0.58; C -0.55; C -0.04; C -0.15; C -0.21; C -0.18; C -0.21; C -0.20; C -0.60; H 0.25; H 0.28; H 0.29; H 0.26; H 0.26; H 0.21; H 0.23; H 0.23; H 0.23; H 0.21; H 0.25; H 0.36; Cl 0.06; C -0.04; C -0.20; C -0.23; C 0.00; C 0.02; C -0.40; C -0.46; C -0.12; C -0.26; C -0.22; C -0.21; H 0.24; H 0.22; H 0.21; H 0.24; H 0.22; H 0.25; H 0.24; H 0.22; H 0.23; H 0.24

Density functional theory data (ωB97M-V with the def2-TZVPD basis set) for 10 unconnected molecules or ions with the total composition C10H40N20O10 at a distorted geometry.

XYZ file:
```
80
C10H40N20O10 | the OMol25 dataset | ωB97M-V with the def2-TZVPD basis set
N -12.515 -1.938 -6.463
C -13.455 -2.743 -5.799
N -12.924 -3.904 -5.266
O -14.580 -2.367 -5.480
H -11.574 -2.302 -6.626
H -12.631 -0.949 -6.346
H -11.967 -4.137 -5.437
H -13.466 -4.433 -4.612
N -16.482 -2.374 -7.891
C -15.918 -3.284 -8.775
N -15.426 -2.773 -9.970
O -15.829 -4.483 -8.577
H -16.447 -1.407 -8.119
H -16.419 -2.778 -6.952
H -15.008 -3.498 -10.530
H -15.325 -1.796 -10.131
N -11.465 1.329 -5.986
C -10.279 0.630 -6.214
N -9.885 0.517 -7.567
O -9.464 0.410 -5.289
H -11.798 1.512 -5.061
H -12.074 1.342 -6.788
H -10.384 1.149 -8.208
H -8.913 0.811 -7.580
N -13.356 2.039 -10.308
C -12.026 2.420 -10.357
N -11.589 2.584 -11.661
O -11.293 2.458 -9.370
H -13.979 2.159 -11.083
H -13.852 1.910 -9.444
H -10.625 2.795 -11.843
H -12.239 2.857 -12.371
N -12.408 -3.622 -10.498
C -12.295 -2.280 -10.728
N -12.351 -1.554 -9.539
O -12.181 -1.749 -11.878
H -12.556 -4.090 -9.616
H -12.186 -4.207 -11.291
H -12.237 -0.567 -9.638
H -12.485 -2.112 -8.711
N -11.535 -4.089 -14.418
C -11.744 -4.310 -15.754
N -11.824 -3.186 -16.549
O -11.870 -5.442 -16.258
H -11.687 -3.194 -13.987
H -11.604 -4.914 -13.833
H -11.725 -2.237 -16.239
H -11.940 -3.344 -17.532
N -7.924 -3.956 -7.423
C -9.044 -3.156 -7.548
N -8.941 -2.208 -8.560
O -10.100 -3.360 -6.911
H -7.881 -4.572 -6.631
H -7.221 -3.928 -8.131
H -9.669 -1.523 -8.690
H -8.009 -1.870 -8.718
N -10.499 0.282 -15.118
C -11.777 0.079 -15.565
N -12.580 -0.681 -14.724
O -12.233 0.440 -16.657
H -9.897 0.877 -15.656
H -10.211 -0.106 -14.241
H -12.363 -0.778 -13.739
H -13.327 -1.244 -15.078
N -11.557 -7.550 -9.729
C -11.585 -6.344 -9.047
N -10.332 -5.779 -8.815
O -12.664 -5.789 -8.748
H -10.697 -7.890 -10.100
H -12.466 -7.937 -9.880
H -9.580 -6.437 -8.901
H -10.240 -4.984 -8.178
N -14.825 -6.908 -11.999
C -14.048 -6.182 -12.868
N -14.625 -5.967 -14.104
O -12.913 -5.754 -12.606
H -14.512 -7.175 -11.085
H -15.731 -7.254 -12.241
H -14.074 -5.414 -14.738
H -15.497 -6.386 -14.344
```

Computed properties:
Energy above the lowest of the compared OMol25 structures with the same formula, charge and spin in kcal per mole: 28.0
Electronic energy in eV: -61306.5532
SMILES string: NC(N)=O.NC(N)=O.NC(N)=O.NC(N)=O.NC(N)=O.NC(N)=O.NC(N)=O.NC(N)=O.NC(N)=O.NC(N)=O
2S+1: 1
Gap between HOMO and LUMO in eV: 9.3
LUMO energy in eV: -0.01
Charge: 0
Molecular weight in g mol⁻¹: 600.56

Population analysis type Mulliken, resulting atomic charges in e: N -0.19; C 0.49; N -0.34; O -0.71; H 0.37; H 0.06; H 0.17; H 0.19; N -0.44; C 0.65; N -0.31; O -0.62; H 0.19; H 0.25; H 0.13; H 0.16; N -0.38; C 0.59; N -0.14; O -0.69; H 0.22; H 0.14; H 0.08; H 0.27; N -0.36; C 0.68; N -0.40; O -0.74; H 0.17; H 0.20; H 0.21; H 0.17; N 0.41; C 0.20; N 0.27; O -0.87; H -0.08; H 0.06; H -0.03; H 0.02; N -0.21; C 0.39; N -0.29; O -0.68; H 0.23; H 0.26; H 0.18; H 0.16; N -0.42; C 0.41; N -0.26; O -0.65; H 0.27; H 0.16; H 0.10; H 0.25; N -0.31; C 0.49; N -0.24; O -0.66; H 0.21; H 0.18; H 0.19; H 0.27; N -0.40; C 0.57; N -0.28; O -0.68; H 0.16; H 0.24; H 0.17; H 0.22; N -0.36; C 0.72; N -0.39; O -0.65; H 0.16; H 0.15; H 0.14; H 0.14

Density functional theory data (ωB97M-V with the def2-TZVPD basis set) for a gas-phase ion, C3H12NP2 (charge +1) at a distorted geometry.

XYZ file:
```
18
C3H12NP2 | the OMol25 dataset | ωB97M-V with the def2-TZVPD basis set
C -2.233 0.199 -0.914
C -1.352 -0.145 0.346
N -0.596 0.997 0.905
P 1.356 0.878 0.356
C 1.814 -0.733 0.540
P 1.678 -1.930 -0.869
H -3.270 0.292 -0.573
H -2.056 1.099 -1.655
H -2.215 -0.642 -1.496
H -0.576 -0.796 -0.026
H -1.942 -0.636 1.111
H -0.299 0.793 1.870
H -0.947 2.011 0.706
H 1.830 1.699 1.311
H 1.089 1.639 -0.725
H 2.361 -0.867 1.377
H 2.540 -1.260 -1.734
H 2.819 -2.598 -0.531
```

Computed properties:
Energy above the lowest of the compared OMol25 structures with the same formula, charge and spin in kcal per mole: 34.0
Electronic energy in eV: -23362.9485
SMILES string: CC[NH2+][PH2]=CP
2S+1: 1
Gap between HOMO and LUMO in eV: 8.8
LUMO energy in eV: -3.69
Charge: +1
Molecular weight in g mol⁻¹: 124.08

Population analysis type natural (NBO), resulting atomic charges in e: C -0.64; C -0.24; N -0.80; P 1.07; C -1.05; P 0.33; H 0.24; H 0.24; H 0.23; H 0.22; H 0.24; H 0.43; H 0.45; H 0.02; H 0.01; H 0.26; H -0.01; H 0.01